{
  "formula": "C3H11N3",
  "method": "ωB97M-V/def2-TZVPD",
  "spin_multiplicity": 1,
  "total_energy_ha": -285.110001,
  "symbols": ["H", "N", "C", "N", "H", "H", "H", "C", "C", "N", "H", "H", "H", "H", "H", "H", "H"],
  "coordinates": [[-2.945, 4.204, -0.681], [-3.761, 3.667, -0.407], [-3.360, 2.474, -0.115], [-3.872, 1.384, -0.738], [-2.411, 2.325, 0.421], [-3.381, 0.517, -0.614], [-4.605, 1.637, -1.380], [3.517, -1.247, 0.197], [2.234, -1.772, 0.833], [1.196, -2.010, -0.151], [4.168, -0.942, 1.022], [3.353, -0.366, -0.423], [4.019, -2.040, -0.348], [1.932, -1.165, 1.693], [2.482, -2.744, 1.268], [0.499, -2.633, 0.218], [0.936, -1.289, -0.795]],
  "atomic_forces_ev_per_a": [[0.0, 0.8, 1.4], [-0.4, -1.2, -0.9], [1.2, 1.2, -1.7], [0.0, 0.7, 1.7], [-0.1, -0.5, 0.0], [-0.7, -0.3, -0.3], [0.0, -0.7, -0.3], [-0.1, 0.2, 0.9], [0.3, -0.2, -0.3], [0.6, -0.9, 0.4], [0.2, 0.0, -0.2], [0.0, -0.1, -0.1], [0.0, 0.1, -0.3], [-0.1, 0.4, -0.1], [-0.1, 0.0, 0.0], [-0.5, 0.4, -0.5], [-0.3, 0.2, 0.3]]
}

{
  "formula": "C3H11N3",
  "method": "ωB97M-V/def2-TZVPD",
  "spin_multiplicity": 1,
  "total_energy_ha": -285.087978,
  "symbols": ["C", "N", "N", "C", "H", "H", "H", "H", "H", "H", "C", "N", "H", "H", "H", "H", "H"],
  "coordinates": [[1.482, 1.621, 1.332], [0.110, 1.254, 0.974], [-0.129, 1.421, -0.244], [-1.538, 1.191, -0.563], [2.183, 0.875, 0.944], [1.576, 1.642, 2.421], [1.759, 2.605, 0.941], [-2.129, 2.076, -0.305], [-1.948, 0.326, -0.029], [-1.637, 1.001, -1.635], [-0.317, -2.463, -0.578], [0.763, -1.530, -0.324], [0.069, -3.386, -1.021], [-1.052, -2.031, -1.265], [-0.815, -2.732, 0.357], [1.169, -1.226, -1.209], [0.454, -0.644, 0.204]],
  "atomic_forces_ev_per_a": [[0.4, 0.0, 0.2], [-0.4, 0.6, -1.4], [0.1, 0.6, 1.7], [-0.2, -0.6, -0.3], [-0.1, 0.0, 0.0], [-0.1, -0.1, -0.2], [-0.1, -0.2, -0.1], [0.2, -0.1, 0.0], [0.1, 0.2, 0.1], [0.1, 0.1, 0.1], [-0.3, 0.2, 0.0], [0.2, 1.7, 1.0], [0.0, 0.1, 0.1], [-0.3, -0.3, 0.0], [0.1, 0.1, -0.1], [-0.1, 0.1, 0.4], [0.5, -2.4, -1.4]]
}

{
  "formula": "C3H11N3O",
  "method": "ωB97M-V/def2-TZVPD",
  "spin_multiplicity": 1,
  "total_energy_ha": -360.387302,
  "symbols": ["H", "N", "C", "N", "N", "C", "C", "H", "H", "H", "H", "H", "H", "H", "H", "O", "H", "H"],
  "coordinates": [[-1.620, -2.243, 0.579], [-1.800, -1.291, 0.337], [-0.936, -0.551, -0.226], [-1.347, 0.343, -1.254], [0.397, -0.454, 0.063], [1.475, 0.557, -0.063], [2.830, -0.163, -0.312], [-2.227, 0.014, -1.618], [-0.641, 0.441, -1.963], [0.498, -0.975, 0.925], [1.110, 1.303, -0.765], [1.569, 1.001, 0.925], [2.647, -1.055, -0.896], [3.472, 0.565, -0.800], [3.173, -0.504, 0.663], [-3.164, 1.101, 1.769], [-2.693, 1.641, 1.121], [-2.742, 0.271, 1.516]],
  "atomic_forces_ev_per_a": [[0.7, 0.0, 0.9], [-1.1, -0.1, -0.7], [0.5, 1.7, -1.7], [0.1, -0.5, 1.1], [0.4, -1.3, 1.4], [-0.9, -1.1, 0.3], [-1.5, 0.7, 0.0], [-0.1, 0.1, -0.1], [0.0, 0.2, -0.2], [0.4, -0.1, -0.1], [0.6, 0.1, -0.2], [-0.2, 0.6, -0.1], [0.2, 0.0, -0.5], [0.5, -0.4, 0.1], [0.5, 0.2, -0.1], [0.6, 0.2, -0.5], [-0.3, 0.6, 0.1], [-0.3, -0.8, 0.3]]
}

Computed values of energy relative to the best compared isomer or geometry (same formula, charge and spin) (unit: kcal per mole) for the preceding records, in sequence: 42.6 56.4 31.4.
Computed values of lowest unoccupied orbital energy (unit: eV) for the preceding records, in sequence: 0.568 0.573 0.632.